# 1
19
Properties=species:S:1:pos:R:3 method="wB97M-V/def2-TZVPD" homo_ev="-5.9717 / -7.9600" relative_energy_kj_mol=66.4 e_tot_ev=-18720.4043 max_force_ev_per_a=4.29 multiplicity=3 homo_lumo_gap_ev="6.8298 / 5.8758"
C -0.391 -0.029 1.309
H 1.618 0.430 -2.669
H -0.117 -2.040 -1.137
H 0.421 -2.360 0.551
H 0.597 1.308 -1.570
C -0.378 -1.969 -0.107
H -1.266 -0.454 -1.842
N -1.352 0.135 -0.927
H -1.132 -2.719 -0.015
H 0.148 -0.603 1.996
H 0.461 1.806 2.268
H -0.568 2.073 0.727
H -1.330 1.667 2.375
C 2.184 0.350 -0.729
H -2.268 0.601 -0.763
S 3.214 0.128 0.412
C -0.789 -0.550 0.112
C -0.498 1.414 1.715
C 1.447 0.812 -1.708

---

# 2
24
Properties=species:S:1:pos:R:3 method="wB97M-V/def2-TZVPD" homo_ev="-12.3346 / -12.2892" e_tot_ev=-68509.0607 max_force_ev_per_a=5.45 charge=+1 multiplicity=3 homo_lumo_gap_ev="8.3079 / 6.3855"
H 1.613 0.064 3.435
O 1.972 -0.292 -1.132
Ni 0.592 0.262 0.340
C 0.482 0.874 -2.577
O -0.635 -1.328 -0.329
H -0.279 -1.421 3.098
C -1.046 -0.716 2.945
H 1.084 1.775 -2.708
C -1.482 -1.145 -1.195
S -0.364 0.868 2.372
H 2.500 -1.578 -2.963
H -1.917 0.333 -2.753
O -0.407 1.074 -1.539
H -1.594 -0.613 3.906
O 1.885 -0.908 -3.282
H 0.917 1.468 4.337
H 0.037 0.692 -3.517
H -2.314 0.724 -1.025
C -1.579 0.345 -1.708
O -2.256 -1.902 -1.746
H -1.708 -1.081 2.154
H 1.832 1.681 2.781
C 1.169 1.018 3.335
C 1.498 -0.194 -2.229

---

# 3
20
Properties=species:S:1:pos:R:3 method="wB97M-V/def2-TZVPD" homo_ev=-4.0231 relative_energy_kj_mol=135.2 e_tot_ev=-12543.0472 max_force_ev_per_a=4.02 charge=-1 homo_lumo_gap_ev=7.7353
H -1.779 -2.263 2.233
H -0.401 -2.019 -0.353
O 1.647 1.403 -0.547
C -0.799 0.128 -1.097
H 0.778 -1.294 -1.672
C -1.194 -1.345 2.348
C -0.824 -0.695 1.221
H 0.890 2.704 1.063
H -0.975 -0.824 3.297
O 1.135 2.401 1.940
H -1.555 0.450 -1.714
O 2.677 0.590 -2.216
C 0.453 -0.283 -1.834
H 1.776 1.768 1.602
C 1.649 0.680 -1.549
H 0.342 -0.104 -2.937
H -2.058 -1.472 -0.406
C -1.092 -1.109 -0.182
H -0.215 0.271 1.298
H -0.455 1.014 -0.495

---

# 4
22
Properties=species:S:1:pos:R:3 method="wB97M-V/def2-TZVPD" homo_ev="-2.5363 / -3.2074" e_tot_ev=-19272.9381 max_force_ev_per_a=5.12 charge=-1 multiplicity=2 homo_lumo_gap_ev="5.6710 / 6.0652"
C -2.352 -0.706 -1.954
H -1.263 1.035 -0.004
H -3.289 1.110 -2.690
H 1.579 1.400 -0.934
H -0.333 -2.598 1.127
H 2.308 0.686 2.325
H 0.046 1.412 0.479
H 2.002 -0.341 3.765
H -3.215 -1.220 -2.408
H 0.809 1.730 -2.460
H -0.290 -0.782 2.560
O -0.291 -1.683 0.730
O -1.582 1.607 -1.767
C -0.547 1.337 -0.792
C 0.741 1.048 -1.581
H 3.420 -0.661 2.704
C 2.366 -0.342 2.726
O 0.915 -0.276 -1.955
C -2.438 0.614 -2.199
C 0.299 -0.691 1.625
Tl -0.462 -1.460 -1.264
O 1.576 -1.218 1.967